The following is a DFT calculation (wB97M-V/def2-TZVPD) of a molecular structure, C26H62N2O25S5.

Each line ends with the Löwdin charge.
Positions of all 120 atoms, in Å:
1 C 23.88800 15.52000 38.38500  0.012
2 N 23.01700 15.75400 37.24600  -0.271
3 C 21.61500 16.02200 37.75400  0.060
4 C 23.53300 16.93500 36.53600  0.010
5 C 23.07100 14.65200 36.34100  -0.096
6 C 22.50500 13.36600 36.83500  -0.253
7 O 22.87700 12.18300 36.23000  -0.012
8 H 24.81000 15.38300 38.10400  0.030
9 H 23.83700 14.61600 38.82800  0.078
10 H 24.07300 16.37500 39.04800  0.145
11 H 21.42600 17.07200 38.01000  0.107
12 H 21.23000 15.36500 38.48400  0.079
13 H 20.95800 15.74900 37.06200  0.046
14 H 23.09800 17.30700 35.80700  0.052
15 H 24.50600 16.85500 36.29600  0.079
16 H 23.48900 17.81500 36.94500  0.055
17 H 24.25100 14.56000 36.09400  0.202
18 H 22.62800 15.09800 35.38500  0.166
19 H 21.41900 13.31900 36.63700  0.123
20 H 22.69400 13.03400 37.86100  0.117
21 H 22.95300 11.48700 36.81000  -0.004
22 N 26.62600 16.05900 33.72500  -0.690
23 O 27.47800 16.97100 33.71800  -0.065
24 O 27.09300 14.92900 33.65200  -0.082
25 O 25.49000 16.12700 34.03500  -0.034
26 O 22.05100 8.53600 31.16700  -0.311
27 S 21.53100 8.60800 32.58600  0.696
28 O 20.10400 8.48400 32.79300  -0.294
29 O 22.17900 7.21700 33.31300  -0.255
30 C 21.54700 6.90900 34.62300  -0.188
31 C 22.03900 5.52700 35.06400  0.000
32 C 22.16500 9.85600 33.54100  -0.138
33 H 20.64400 6.86100 34.50100  0.016
34 H 21.89600 7.68700 35.18300  0.082
35 H 21.94800 5.54400 36.02600  0.025
36 H 23.01100 5.70400 35.10900  0.034
37 H 21.90300 4.74100 34.36900  0.096
38 H 21.82100 10.75000 33.08500  0.061
39 H 23.15400 10.00400 33.44000  0.045
40 H 21.75300 9.88900 34.57400  0.101
41 O 24.31000 11.67400 31.14400  -0.310
42 S 23.24600 12.09700 30.21900  0.642
43 O 21.90600 11.55300 30.30700  -0.298
44 O 22.95700 13.70600 30.35500  -0.246
45 C 23.21600 14.15100 31.76200  -0.237
46 C 22.87700 15.58900 32.11700  -0.071
47 C 23.91300 11.74600 28.63500  -0.111
48 H 24.23400 13.86600 32.03200  0.105
49 H 22.73500 13.47700 32.47500  0.104
50 H 23.21200 16.37400 31.31100  0.128
51 H 23.05500 15.86800 33.14600  0.044
52 H 21.86000 15.78200 32.02800  0.031
53 H 24.21700 10.71600 28.62700  0.078
54 H 24.49100 12.51600 28.26800  0.046
55 H 23.00400 11.50600 28.03200  0.088
56 O 23.47200 9.47200 37.46300  -0.290
57 S 23.79500 9.69100 38.85300  0.673
58 O 23.41800 10.93300 39.42300  -0.268
59 O 22.73400 8.67900 39.70800  -0.254
60 C 21.42000 8.69400 39.31500  -0.329
61 C 20.63900 7.99300 40.40600  -0.088
62 C 25.49600 9.29800 39.09100  -0.092
63 H 21.28800 8.59100 38.27400  0.102
64 H 21.00900 9.74300 39.61900  0.129
65 H 20.79800 8.13900 41.39700  0.021
66 H 20.97600 6.84600 40.46300  0.110
67 H 19.47700 7.84300 40.21400  0.125
68 H 25.88400 9.38600 40.08600  0.079
69 H 26.11300 10.17400 38.71100  0.107
70 H 25.75800 8.53200 38.45700  0.043
71 O 18.10200 12.15900 39.31000  -0.259
72 S 19.28700 12.90700 39.31600  0.555
73 O 20.43200 12.29200 38.67500  -0.284
74 O 18.97500 14.23600 38.53700  -0.285
75 C 17.74900 14.38000 37.78600  -0.239
76 C 17.79200 15.69300 37.04000  -0.083
77 C 19.74500 13.49300 40.98000  -0.072
78 H 16.94100 14.45000 38.51800  0.126
79 H 17.60400 13.52300 37.11500  0.137
80 H 16.87600 15.72100 36.43200  0.079
81 H 18.50500 15.83000 36.15200  0.110
82 H 17.59700 16.62400 37.67600  0.085
83 H 20.64100 14.00900 40.66700  0.051
84 H 20.09100 12.69600 41.66200  0.093
85 H 18.86800 14.01800 41.27500  0.058
86 O 21.43200 19.40100 37.21100  -0.268
87 S 20.28100 20.19400 37.37400  0.615
88 O 20.39600 21.59900 37.75000  -0.273
89 O 19.76200 20.37800 35.79500  -0.260
90 C 20.61300 20.91800 34.81100  -0.319
91 C 19.94400 20.85800 33.49400  -0.061
92 C 18.98300 19.30300 38.06600  -0.163
93 H 21.54200 20.50500 34.74400  0.077
94 H 21.16500 21.89500 35.02900  0.155
95 H 20.28900 21.62200 32.88300  0.057
96 H 18.92700 20.90800 33.72800  0.062
97 H 20.10000 19.97000 32.81100  0.107
98 H 18.17900 18.93700 37.37800  0.077
99 H 18.56200 20.07700 39.09600  0.197
100 H 19.15900 18.42600 38.65800  0.028
101 C 28.17900 18.46000 38.18100  -0.100
102 C 27.00000 17.78400 38.80900  -0.068
103 O 25.87000 18.26600 38.05100  0.046
104 C 26.33500 19.22600 37.22300  -0.521
105 O 25.59600 19.95100 36.56500  0.132
106 O 27.65300 19.50200 37.36900  0.101
107 H 28.81400 17.88500 37.61700  0.108
108 H 28.83400 18.89700 38.85900  0.119
109 H 26.61300 18.15000 39.81500  0.175
110 H 27.23900 16.88600 38.79600  0.034
111 C 27.81800 14.24000 36.70700  -0.118
112 C 29.00300 14.14700 37.75900  -0.071
113 O 28.36400 13.59600 38.93100  0.064
114 C 27.04400 13.53900 38.65700  -0.569
115 O 26.18600 13.14300 39.46400  0.089
116 O 26.69900 13.87400 37.43900  0.075
117 H 27.99400 13.57500 35.89700  0.112
118 H 27.77900 15.13400 36.05300  0.130
119 H 29.53800 15.06000 37.89700  0.098
120 H 29.76900 13.30900 37.31000  0.178

As for the spin multiplicity: 1. Its HOMO energy is -7.13 eV. The total energy comes out at -5008.50489 hartree. As for the net charge: 0. The calculation puts the energy above the lowest of the compared OMol25 structures with the same formula, charge and spin at 2.205 eV.



The following is a DFT calculation (wB97M-V/def2-TZVPD) of 6 unconnected molecules or ions with the total composition C26H62NO10PS.

Each line ends with the Löwdin charge.
Positions of all 101 atoms, in Å:
1 C -3.94501 4.33245 -0.41161  -0.073
2 C -3.30583 3.00804 -0.78202  -0.290
3 O -3.33931 2.75940 -2.17376  -0.146
4 C -2.36804 3.46507 -2.91648  -0.170
5 C -1.30440 2.54991 -3.55077  -0.176
6 O -1.62365 1.18059 -3.36333  -0.233
7 C -0.59059 0.32258 -3.71304  -0.342
8 P -0.37019 -1.02907 -2.45601  0.721
9 S -0.62248 0.45269 -0.86215  0.579
10 C -1.82551 -2.07061 -2.10105  -0.295
11 C -1.86874 -2.70152 -0.71726  -0.250
12 C -0.74084 -3.72260 -0.50767  -0.219
13 C -0.48248 -4.10985 0.94250  -0.185
14 C -0.03083 -2.95239 1.85666  -0.182
15 C 1.31274 -3.20200 2.56230  -0.185
16 C 2.17971 -1.96416 2.79022  -0.165
17 C 2.59577 -1.20409 1.53335  -0.183
18 O 2.55322 0.19730 1.83948  0.006
19 C 2.86791 1.10195 0.89368  -0.558
20 C 3.56411 0.62638 -0.34549  0.010
21 O 2.65464 2.25838 1.10162  0.110
22 O 0.05094 -2.19295 -3.87750  -0.235
23 C 1.22533 -2.02457 -4.33441  -0.528
24 N 2.29205 -1.82237 -4.72923  0.126
25 H -3.28045 5.16563 -0.63473  0.061
26 H -4.89703 4.49262 -0.90998  0.072
27 H -4.11657 4.36913 0.66370  0.076
28 H -2.28157 2.98066 -0.40423  0.095
29 H -3.84612 2.19121 -0.30900  0.116
30 H -1.88130 4.20444 -2.28323  0.119
31 H -2.88841 3.98763 -3.71878  0.121
32 H -1.19861 2.78360 -4.60899  0.098
33 H -0.33918 2.75517 -3.07700  0.120
34 H -0.83500 -0.19711 -4.63892  0.111
35 H 0.36787 0.82795 -3.83457  0.112
36 H 0.91883 -1.33337 -2.02240  0.028
37 H -0.36059 -0.24272 0.24616  -0.211
38 H -1.83570 -2.86947 -2.83752  0.091
39 H -2.68663 -1.43077 -2.29032  0.104
40 H -2.80949 -3.25004 -0.66161  0.119
41 H -1.91404 -1.96758 0.08144  0.082
42 H -1.06232 -4.63257 -1.01956  0.108
43 H 0.18511 -3.41621 -1.00058  0.099
44 H 0.27642 -4.88479 0.97882  0.077
45 H -1.38897 -4.55165 1.35635  0.116
46 H -0.79081 -2.73742 2.60460  0.114
47 H 0.05747 -2.04839 1.26074  0.060
48 H 1.88130 -3.96525 2.03061  0.110
49 H 1.09516 -3.60054 3.55181  0.105
50 H 1.68913 -1.26691 3.46128  0.102
51 H 3.09048 -2.28892 3.28980  0.113
52 H 1.96080 -1.42535 0.67671  0.100
53 H 3.60945 -1.49155 1.25483  0.124
54 H 3.69743 1.48797 -0.98663  0.090
55 H 4.52668 0.18431 -0.10015  0.093
56 H 2.99391 -0.12100 -0.89046  0.066
57 C 0.22168 -7.92563 -1.64752  -0.088
58 C 1.19705 -6.95661 -1.00667  -0.314
59 O 1.20701 -7.06397 0.41631  -0.091
60 H -0.78613 -7.75635 -1.26660  0.074
61 H 0.21048 -7.80983 -2.73196  0.076
62 H 0.49461 -8.95806 -1.41740  0.072
63 H 0.91228 -5.92921 -1.22712  0.089
64 H 2.20715 -7.11731 -1.39723  0.112
65 H 1.47278 -7.96057 0.64132  0.081
66 C -5.12460 7.50318 -3.06116  -0.089
67 C -4.24052 8.44814 -2.26908  -0.321
68 O -3.00119 7.83633 -1.91978  -0.088
69 H -5.31646 6.59718 -2.48605  0.063
70 H -6.07929 7.96528 -3.31660  0.073
71 H -4.63024 7.20652 -3.98944  0.072
72 H -4.71731 8.72846 -1.33147  0.110
73 H -4.05169 9.36447 -2.83897  0.107
74 H -2.55911 7.59090 -2.73799  0.076
75 C 0.48106 -0.44776 7.70930  -0.083
76 C 0.17772 -1.42548 6.59055  -0.307
77 O 1.35290 -1.79810 5.86866  -0.091
78 H 0.95394 0.44895 7.30803  0.074
79 H -0.43166 -0.15779 8.23155  0.077
80 H 1.16806 -0.88284 8.43677  0.055
81 H -0.49116 -0.97631 5.85766  0.112
82 H -0.30905 -2.32325 6.98664  0.108
83 H 1.95674 -2.21618 6.48919  0.077
84 C 4.45892 0.48606 7.98252  -0.088
85 C 4.54518 -0.03037 9.40672  -0.316
86 O 3.45180 -0.88650 9.73637  -0.092
87 H 3.52392 1.02417 7.82847  0.069
88 H 5.28895 1.15691 7.75830  0.074
89 H 4.48619 -0.33950 7.26664  0.071
90 H 4.50083 0.79397 10.11610  0.111
91 H 5.49008 -0.56077 9.56503  0.108
92 H 3.48100 -1.63687 9.13578  0.070
93 C 0.54000 2.08329 -8.40397  -0.089
94 C -0.21220 3.27537 -7.84367  -0.312
95 O -0.01175 3.42295 -6.43729  -0.099
96 H 0.23243 1.16763 -7.89848  0.074
97 H 0.35478 1.97152 -9.47281  0.074
98 H 1.61576 2.19899 -8.25454  0.074
99 H -1.28520 3.15011 -7.97937  0.112
100 H 0.08768 4.19440 -8.35719  0.108
101 H 0.93011 3.54969 -6.28502  0.086

As for the spin multiplicity: 1. The SMILES is CCOCCOC[PH](S)(CCCCCCCCOC(C)=O)OC#N.CCO.CCO.CCO.CCO.CCO. Its HOMO energy is -9.15 eV. The total energy comes out at -2574.42556 hartree. As for the net charge: 0.